The following is a quantum chemistry calculation of a single C6H12O molecule in a non-equilibrium geometry, from OMol25.

ORCA input file:
```
! RIJCOSX wB97M-V def2-TZVPD def2/J DEFGRID3
* xyz 0 1
C 0.05922 -1.21718 -1.72538
C 1.04034 -1.05458 -0.83005
C 0.82184 -1.21335 0.66265
C -0.35778 -0.38631 1.15062
C -0.03906 0.98993 0.55958
C -1.13474 1.46892 -0.37019
O 0.44882 1.80646 1.59689
H 0.24527 -1.20482 -2.79219
H -0.87317 -1.65487 -1.39507
H 2.06502 -1.05765 -1.17314
H 1.69802 -0.85664 1.22001
H 0.68311 -2.27210 0.85130
H -0.42418 -0.39909 2.24885
H -1.31791 -0.77457 0.78498
H 0.86559 0.74709 -0.26018
H -2.16271 1.20587 -0.14553
H -0.92693 0.70514 -1.33114
H -1.09898 2.58388 -0.44365
H 0.57278 2.70736 1.27926
*
```

Properties
HOMO in hartree: -0.3304
Energy relative to the best compared isomer or geometry (same formula, charge and spin) in eV: 2.687
SMILES: C=CCC[C@@H](C)O
F_max in eV Å⁻¹: 3.3
LUMO energy in eV: 1.0
Energy in eV: -8461.6668